An isolated molecule of C4H6O2. Source: the OMol25 dataset; level of theory: ωB97M-V with the def2-TZVPD basis set.

Results
HOMO level = -10.01 eV
HOMO-LUMO gap = 0.394 Eh
SMILES = O=CC1COC1
Energy relative to the best compared isomer or geometry (same formula, charge and spin) = 46.6 kcal/mol

```
! wB97M-V def2-TZVPD RIJCOSX def2/J DEFGRID3
* xyz 0 1
C -1.185 -0.498 -0.174
H 0.367 1.623 0.891
O 2.479 -0.505 0.459
H 0.598 -0.251 -1.489
H 0.963 -1.677 1.085
O -1.472 0.858 0.189
H -0.024 2.017 -0.806
C -0.112 1.254 -0.024
C 1.322 -0.847 0.434
H -1.359 -1.191 0.662
C 0.289 -0.178 -0.443
H -1.767 -0.828 -1.042
*
```

Here are the natural (NBO) charges for atoms 1 to 5, given in e:
1. C -0.050
2. H 0.181
3. O -0.506
4. H 0.239
5. H 0.108

=====

A structure of composition C20H20IIrN3O2. Source: the OMol25 dataset; level of theory: ωB97M-V with the def2-TZVPD basis set.

Results
HOMO level (alpha / beta) = -13.96 / -14.96 eV
HOMO-LUMO gap (alpha / beta) = 0.259 / 0.215 Eh

```
! wB97M-V def2-TZVPD RIJCOSX def2/J DEFGRID3
* xyz 2 6
H -0.158 3.308 -3.478
H -2.586 -0.855 -5.204
H 1.706 -3.371 -0.844
H 1.236 -1.867 5.021
H 0.345 2.404 3.793
H -0.143 -2.183 3.949
C -2.520 -1.229 -4.192
H -1.085 4.881 -2.230
N 0.480 4.236 1.310
Ir -0.296 -1.190 0.810
C -0.075 4.495 0.134
H 3.462 -3.123 -0.841
H -2.034 1.505 -1.654
C -1.890 -0.465 -3.226
I -2.236 -2.923 0.373
O 0.550 0.724 1.288
H -3.367 -3.909 -2.314
H -3.535 -3.075 -4.628
C 2.513 -2.714 -0.505
C -0.689 3.494 -0.647
C -1.318 3.845 -1.982
H -2.407 3.775 -1.893
C 1.134 2.786 3.140
H 0.626 -0.602 3.944
C -1.251 1.142 -0.993
C 2.491 -2.596 0.965
N 1.434 -2.082 1.653
C 3.510 -2.991 1.887
C -3.050 -2.471 -3.874
H 3.537 -2.872 4.084
C 1.743 -2.136 2.979
C -1.777 -0.918 -1.906
H 1.513 3.715 3.555
C 0.823 -1.675 4.035
H -1.451 0.486 -3.501
N -1.089 -0.142 -0.940
H 1.925 2.034 3.106
H -0.004 5.521 -0.209
H 4.456 -3.429 1.613
C -2.310 -2.175 -1.625
C 0.219 1.884 0.938
C -0.574 2.172 -0.237
C -2.949 -2.946 -2.574
H 2.355 -1.743 -0.981
O -0.922 2.955 -3.010
C 0.616 3.028 1.771
C 3.043 -2.707 3.140
*
```

Here are the natural (NBO) charges for atoms 1 to 5, given in e:
1. H 0.499
2. H 0.249
3. H 0.257
4. H 0.267
5. H 0.256

=====

A structure of composition C4H5BiLiO3 in a non-equilibrium geometry. Source: the OMol25 dataset; level of theory: ωB97M-V with the def2-TZVPD basis set.

Results
HOMO level (alpha / beta) = -22.69 / -22.69 eV
HOMO-LUMO gap (alpha / beta) = 0.233 / 0.233 Eh

```
! wB97M-V def2-TZVPD RIJCOSX def2/J DEFGRID3
* xyz 3 1
H 2.641 1.170 -1.083
C 0.012 0.357 -0.832
H 1.937 1.464 0.531
C -2.105 -1.062 1.064
C 2.289 0.695 -0.163
Li -1.976 2.150 -0.331
O -0.859 -0.955 -0.967
Bi 0.331 -2.206 0.053
H -2.322 -2.134 0.938
O -0.188 1.527 -1.027
H -2.370 -0.543 1.984
C -1.612 -0.320 0.063
H 3.032 0.034 0.288
O 1.191 -0.178 -0.518
*
```

Here are the natural (NBO) charges for atoms 1 to 5, given in e:
1. H 0.280
2. C 1.007
3. H 0.253
4. C -0.477
5. C -0.277

=====

A structure of composition C2H7N2O. Source: the OMol25 dataset; level of theory: ωB97M-V with the def2-TZVPD basis set.

Results
HOMO level = -3.82 eV
HOMO-LUMO gap = 0.305 Eh
Energy relative to the best compared isomer or geometry (same formula, charge and spin) = 2.7 kcal/mol

```
! wB97M-V def2-TZVPD RIJCOSX def2/J DEFGRID3
* xyz -1 1
H -1.774 -0.219 0.707
C 2.291 -0.780 0.921
O 1.423 -1.282 -0.006
H -0.245 0.923 -1.487
N -0.345 0.326 -0.681
H 2.518 -1.504 1.734
H 3.275 -0.490 0.507
H 1.910 0.109 1.468
C -1.520 0.493 -0.080
H -3.185 1.401 0.183
H 0.533 -0.461 -0.367
N -2.371 1.420 -0.426
*
```

Here are the natural (NBO) charges for atoms 1 to 5, given in e:
1. H 0.119
2. C -0.211
3. O -0.884
4. H 0.346
5. N -0.866

=====

For each record above, in turn, the calculated E_tot values are -8338.4392, -40550.3715, -16377.1920, -7215.2617 eV.